Computed, not measured: C23H35N3O5 as an isolated structure at a distorted geometry, with ωB97M-V/def2-TZVPD.

Last column: Löwdin charge in e.
CARTESIAN COORDINATES (ANGSTROEM)
C: -8.0255 -0.9632 -0.3018  -0.043
H: -7.8322 -1.9937 -0.0042  0.087
O: -7.3641 0.0672 0.4746  -0.019
C: -6.1335 -0.1157 0.7459  -0.526
C: -5.6762 0.7046 1.4973  -0.091
C: -4.4086 0.8299 1.9932  -0.061
C: -3.5507 -0.1160 1.5548  -0.117
C: -3.9909 -0.9839 0.4438  -0.384
C: -5.3762 -1.0098 0.1526  0.063
H: -5.6574 -1.8450 -0.4210  0.089
O: -3.1399 -1.7490 0.1642  -0.016
C: -3.5872 -2.7760 -0.9419  0.076
H: -2.5801 -3.6620 -1.1584  0.190
H: -3.7649 -2.2658 -1.7163  -0.021
H: -4.2982 -3.5383 -0.6107  0.084
C: -2.0449 0.1191 1.7423  -0.126
N: -1.2178 0.7451 0.6541  -0.070
C: -1.5189 2.2791 0.6439  -0.091
H: -0.5082 2.8844 0.0075  0.165
H: -1.5374 2.7566 1.7040  0.125
C: -2.8175 2.7550 -0.2551  -0.308
N: -3.2354 1.9411 -1.0771  0.084
C: -2.5723 0.7632 -1.4424  -0.457
O: -3.0935 -0.0427 -2.1738  0.088
C: -1.2953 0.4943 -0.9659  -0.220
C: -0.0175 0.8098 -1.6028  -0.070
H: 0.0233 -0.0842 -2.4326  0.187
C: 1.2140 1.0641 -0.8086  -0.477
O: 1.4841 1.9510 -0.2670  0.210
N: 1.8845 -0.2776 -0.4342  -0.126
C: 1.5528 -1.4122 -1.1386  -0.140
H: 2.1091 -2.3082 -0.7162  0.114
H: 1.8066 -1.5088 -2.1368  0.056
H: 0.4702 -1.9057 -0.9751  0.121
C: 3.0477 -0.2066 0.2596  -0.167
H: 3.1662 -0.7781 0.9905  0.024
C: 4.3411 -0.1086 -0.8229  0.027
C: 5.6114 0.1579 0.3839  -0.182
C: 6.7521 0.4472 -0.8340  -0.122
H: 6.4550 1.4195 -1.3561  0.118
C: 8.1507 0.5222 0.0899  -0.258
O: 8.2326 -0.4420 0.9769  -0.129
C: 7.2562 -0.8033 1.7089  -0.332
C: 5.9569 -1.1827 1.0383  -0.096
H: 5.1537 -1.1517 1.7143  0.100
H: 6.2505 -2.0085 0.3907  0.142
H: 7.7715 -1.7324 2.3019  0.177
H: 7.3855 -0.0420 2.3926  0.107
H: 8.9468 0.8053 -0.8510  0.172
H: 7.8593 1.5687 0.6055  0.137
H: 6.9113 -0.4025 -1.5691  0.107
H: 5.5002 1.0683 0.6954  0.062
H: 4.5811 -0.9961 -1.2976  0.078
H: 4.2421 0.6039 -1.2799  -0.057
H: 3.1454 0.7241 0.9377  0.158
H: -0.2635 1.8780 -1.7834  0.135
H: -1.2766 -0.8224 -0.6763  0.205
H: -4.0544 2.0553 -1.6763  0.187
H: -3.5837 2.8969 0.5577  0.114
H: -2.4884 3.7491 -0.2957  0.093
H: -1.4544 -0.9135 1.5701  0.151
H: -1.7446 0.6448 2.6619  0.119
H: -3.9304 1.6761 2.5573  0.136
H: -6.5408 1.5610 2.1836  0.227
H: -7.5892 -1.0155 -1.3389  0.102
H: -9.0913 -0.7791 -0.4334  0.090

Calculated values
- LUMO energy (eV) = 0.55
- largest force on an atom (hartree/bohr) = 0.386
- ΔE to the lowest compared entry with this formula, charge and spin (eV) = 23.288
- Kohn-Sham gap (eV) = 8.2

=====

Computed, not measured: one molecule with the formula HNO3P2 at a distorted geometry, with ωB97M-V/def2-TZVPD.

Last column: Löwdin charge in e.
CARTESIAN COORDINATES (ANGSTROEM)
N: 0.6805 0.9710 0.2916  -0.366
O: 1.3989 1.7755 0.8153  0.057
O: 0.7487 0.6299 -0.9658  -0.229
O: -1.3247 -0.8514 -2.0258  -0.537
P: -0.4416 -1.1689 -0.9070  0.543
P: -1.1717 -0.4774 1.1501  0.697
H: 0.1098 -0.8787 1.6416  -0.166

Calculated values
- LUMO energy (alpha / beta) (eV) = -3.11 / -3.13
- largest force on an atom (hartree/bohr) = 0.056
- ΔE to the lowest compared entry with this formula, charge and spin (eV) = 1.877
- Kohn-Sham gap (alpha / beta) (eV) = 5.9 / 5.9

=====

Computed, not measured: one molecule with the formula C3HF at a distorted geometry, with ωB97M-V/def2-TZVPD.

Last column: Löwdin charge in e.
CARTESIAN COORDINATES (ANGSTROEM)
C: 1.4579 -1.3228 0.2285  0.092
C: 0.3944 -0.7522 -0.1059  -0.221
C: -0.3985 0.3297 -0.1179  -0.174
F: -1.2622 0.4641 0.8045  0.127
H: -0.1915 1.2811 -0.8092  0.175

Calculated values
- LUMO energy (eV) = -1.44
- largest force on an atom (hartree/bohr) = 0.072
- ΔE to the lowest compared entry with this formula, charge and spin (eV) = 0.000
- Kohn-Sham gap (eV) = 9.3

=====

Computed, not measured: one molecule with the formula C22H23NO5, with ωB97M-V/def2-TZVPD.

Last column: Löwdin charge in e.
CARTESIAN COORDINATES (ANGSTROEM)
C: -2.2077 3.2148 2.2181  -0.064
H: -2.1372 3.0894 3.3027  0.086
O: -0.9429 3.4516 1.6298  -0.125
C: -0.0185 2.4426 1.8210  -0.206
C: 0.4650 2.1896 3.1016  -0.011
C: 1.3656 1.1746 3.3538  -0.060
C: 1.8227 0.3818 2.3067  -0.250
C: 1.3999 0.6730 1.0224  0.039
C: 0.4792 1.6882 0.7484  -0.182
O: 0.1725 1.8185 -0.5640  -0.082
C: -0.9292 2.6016 -0.9858  -0.046
H: -0.9398 2.5137 -2.0722  0.096
H: -0.8133 3.6471 -0.6985  0.097
H: -1.8657 2.2055 -0.5855  0.087
H: 1.7622 0.0994 0.1822  0.137
C: 2.6141 -0.8666 2.5693  -0.112
H: 3.2583 -1.0947 1.7195  0.120
H: 3.2312 -0.7589 3.4615  0.117
C: 1.6344 -2.0454 2.7874  -0.146
N: 0.7847 -2.2131 1.6401  0.084
C: -0.3651 -1.5849 1.4142  -0.206
C: -0.8615 -1.5692 0.1145  -0.037
C: -0.2401 -2.2305 -0.9898  -0.309
O: 0.7814 -2.9057 -0.9988  0.069
H: 1.2218 -2.5993 0.7981  0.127
C: -1.1251 -1.9417 -2.2005  -0.168
C: -0.3444 -1.3660 -3.3534  -0.153
C: -0.3074 -2.0181 -4.5778  -0.027
C: 0.4278 -1.4905 -5.6247  -0.081
C: 1.1275 -0.3079 -5.4565  -0.088
C: 1.0940 0.3434 -4.2351  -0.068
C: 0.3654 -0.1842 -3.1843  -0.010
H: 0.3468 0.3230 -2.2322  0.098
H: 1.6414 1.2639 -4.0954  0.105
H: 1.6990 0.1038 -6.2753  0.101
H: 0.4521 -2.0039 -6.5746  0.102
H: -0.8529 -2.9409 -4.7127  0.113
H: -1.6237 -2.8682 -2.5170  0.169
O: -2.1190 -1.0413 -1.7266  0.086
C: -1.9986 -0.8184 -0.3983  -0.439
O: -2.7409 -0.0599 0.1826  0.083
C: -1.1617 -1.0247 2.5431  0.031
H: -0.6059 -0.2703 3.0929  0.072
H: -2.0724 -0.5789 2.1554  0.078
H: -1.4220 -1.8313 3.2286  0.106
H: 2.2005 -2.9682 2.9356  0.126
H: 1.0274 -1.8583 3.6744  0.120
H: 1.7023 0.9898 4.3633  0.116
H: 0.1070 2.8063 3.9127  0.122
H: -2.6795 2.3259 1.7848  0.089
H: -2.8100 4.0931 1.9942  0.095

Calculated values
- LUMO energy (eV) = 0.49
- largest force on an atom (hartree/bohr) = 0.017
- ΔE to the lowest compared entry with this formula, charge and spin (eV) = 1.101
- Kohn-Sham gap (eV) = 9.0

=====

Computed, not measured: C2H2Br2S2 as an isolated structure at a distorted geometry, with ωB97M-V/def2-TZVPD.

Last column: Löwdin charge in e.
CARTESIAN COORDINATES (ANGSTROEM)
C: 0.7076 1.7032 1.2115  -0.551
C: -0.3518 1.8366 0.4206  -1.151
S: 2.1168 0.9954 1.4668  0.969
S: -0.2169 1.3002 -1.2192  0.799
Br: 2.2009 -2.8722 1.9946  -0.517
Br: -1.9141 2.9404 0.6447  0.738
H: 1.7866 -0.3420 1.7344  -0.184
H: 0.9468 0.6568 -1.0578  -0.103

Calculated values
- LUMO energy (alpha / beta) (eV) = -3.52 / -3.84
- largest force on an atom (hartree/bohr) = 0.034
- ΔE to the lowest compared entry with this formula, charge and spin (eV) = 3.841
- Kohn-Sham gap (alpha / beta) (eV) = 4.5 / 3.9

=====

Computed, not measured: a 3-piece molecular cluster, C24H44F3O5S3 overall at a distorted geometry, with ωB97M-V/def2-TZVPD.

Last column: Löwdin charge in e.
CARTESIAN COORDINATES (ANGSTROEM)
C: 5.3128 1.9500 2.1658  -0.124
C: 4.7827 0.3682 2.0387  -0.487
C: 3.3260 0.3601 2.8610  -0.086
C: 5.9443 -0.5344 2.7900  -0.082
C: 4.6275 0.0819 0.4342  -0.141
C: 4.5556 -1.4946 0.0008  -0.444
C: 3.7698 -2.4783 1.0488  -0.093
C: 6.0468 -2.1663 -0.3364  -0.087
C: 3.7470 -1.5253 -1.4632  -0.100
C: 4.3975 -0.5977 -2.6933  0.010
C: 3.5705 -0.5803 -4.1450  0.010
C: 2.1676 -1.3984 -4.4112  -0.183
O: 1.4999 -1.2783 -5.7167  -0.164
C: 0.2998 -0.4294 -5.6580  -0.147
C: 0.3454 0.7655 -4.5361  -0.163
O: -0.2353 0.3830 -3.2185  -0.224
C: -0.5888 1.5698 -2.4235  -0.226
C: -1.2425 1.0272 -0.9884  -0.300
S: -3.1135 0.7382 -1.1076  1.101
C: -3.5781 -0.9938 -0.5250  -0.306
O: -3.7375 -1.8900 -1.7059  -0.077
C: -3.9244 -3.2891 -1.2870  -0.243
F: -4.0524 -4.1096 -2.5487  0.045
F: -2.7508 -3.8626 -0.5558  0.043
F: -5.1612 -3.5390 -0.5045  0.053
C: 1.5487 -2.3374 -3.1980  0.015
C: 2.3642 -2.3596 -1.7443  -0.022
H: 6.4032 2.0951 1.7492  0.092
H: 4.5727 2.6751 1.6166  0.085
H: 5.2516 2.2165 3.3273  0.095
H: 3.0346 1.4618 3.2140  0.089
H: 2.4965 0.0747 2.0552  0.065
H: 3.2943 -0.4279 3.7263  0.083
H: 5.3845 -1.3853 3.4115  0.080
H: 6.4489 0.1614 3.6163  0.095
H: 6.7654 -0.9564 2.0716  0.078
H: 5.6096 0.5252 -0.0797  0.125
H: 3.7277 0.6303 -0.0849  0.122
H: 2.7677 -2.0007 1.4405  0.080
H: 4.5025 -2.7684 1.9454  0.089
H: 3.5549 -3.5154 0.4979  0.094
H: 6.5797 -2.5977 0.6168  0.078
H: 6.7340 -1.4259 -0.9629  0.092
H: 5.8741 -3.1019 -1.0569  0.101
H: 5.3765 0.0415 -2.5799  0.094
H: 4.0022 0.0703 -5.0335  0.101
H: -0.7034 -1.0197 -5.5276  0.138
H: 0.2192 0.1145 -6.7171  0.151
H: 1.4115 1.2876 -4.4279  0.149
H: -0.3681 1.6307 -4.9452  0.136
H: 0.3229 2.2437 -2.1152  0.158
H: -1.3994 2.2654 -2.9019  0.128
H: -1.0139 1.7527 -0.0820  0.118
H: -0.6652 0.0148 -0.7352  0.136
H: -3.4250 0.7586 -2.4767  0.065
H: -4.6359 -0.8870 0.0145  0.128
H: -2.8312 -1.4320 0.2638  0.151
H: 0.5581 -2.9929 -3.3060  0.104
H: 1.8566 -3.0297 -0.9046  0.081
C: -7.6111 -0.3879 1.8023  -0.263
S: -7.4831 0.9534 0.5949  0.800
O: -6.2367 1.7261 0.9100  -0.593
C: -8.8866 1.9044 1.2262  -0.256
H: -6.7984 -1.0958 1.6227  0.035
H: -7.5257 0.0118 2.8154  0.062
H: -8.5687 -0.8991 1.6796  0.061
H: -8.7221 2.1614 2.2755  0.063
H: -9.8017 1.3166 1.1229  0.060
H: -8.9781 2.8209 0.6391  0.056
C: -2.6516 1.4238 4.0444  -0.268
S: -2.5235 2.7651 2.8371  0.767
O: -1.2771 3.5378 3.1521  -0.554
C: -3.9271 3.7161 3.4684  -0.256
H: -1.8389 0.7159 3.8648  0.047
H: -2.5662 1.8235 5.0575  0.063
H: -3.6092 0.9126 3.9217  0.048
H: -3.7625 3.9731 4.5176  0.064
H: -4.8422 3.1283 3.3650  0.046
H: -4.0185 4.6326 2.8812  0.056

Calculated values
- total charge = +1
- LUMO energy (eV) = -3.51
- largest force on an atom (hartree/bohr) = 0.112
- ΔE to the lowest compared entry with this formula, charge and spin (eV) = 16.274
- Kohn-Sham gap (eV) = 6.6

=====

- Among the records above, which one has the lowest largest force on an atom?
  C22H23NO5

=====

- Which of these has the lowest ΔE to the lowest compared entry with this formula, charge and spin?
  C3HF